[1]
C11H16N3 | wB97M-V/def2-TZVPD

Kohn-Sham gap in eV: 6.4
HOMO level in eV: -10.29
Total energy in a.u.: -592.64633

The geometry in ORCA input format:
```
! wB97M-V def2-TZVPD RIJCOSX def2/J DEFGRID3
* xyz 1 1
C 3.31 1.78 0.22
C 3.70 0.52 0.47
C 1.92 1.88 -0.16
C 2.94 -0.65 0.32
C 1.06 0.79 -0.16
C 1.61 -0.52 -0.01
C -2.82 0.21 -0.87
C -1.25 0.43 -1.23
C -3.16 0.88 0.46
C -0.44 1.10 -0.10
C -0.95 0.64 1.25
N 0.72 -1.53 -0.09
N 1.12 -2.84 0.28
N -2.23 0.59 1.43
H 4.17 2.58 0.32
H 4.79 0.43 0.68
H 1.44 2.92 -0.25
H 3.43 -1.59 0.55
H -3.43 0.68 -1.60
H -3.04 -0.90 -0.91
H -0.83 -0.54 -1.40
H -1.19 0.88 -2.30
H -3.16 2.00 0.20
H -4.14 0.65 0.81
H -0.41 2.24 -0.21
H -0.24 0.61 2.10
H 1.63 -3.42 -0.43
H 0.26 -3.39 0.44
H -2.54 0.24 2.34
H 1.98 -2.67 0.97
*
```

---

[2]
C5H10O | wB97M-V/def2-TZVPD

Kohn-Sham gap in eV: 10.0
HOMO level in eV: -9.01
Total energy in a.u.: -271.72081

The geometry in ORCA input format:
```
! wB97M-V def2-TZVPD RIJCOSX def2/J DEFGRID3
* xyz 0 1
C 1.35 1.58 0.76
C 0.18 0.98 0.01
C -0.12 -0.31 -0.21
C 0.70 -1.48 0.27
C -1.41 -0.71 -0.91
O -2.31 0.33 -1.15
H 1.96 0.83 1.31
H 2.03 2.13 0.10
H 0.98 2.31 1.51
H -0.50 1.71 -0.44
H 0.22 -2.00 1.13
H 1.70 -1.18 0.61
H 0.82 -2.21 -0.56
H -1.87 -1.50 -0.27
H -1.18 -1.15 -1.88
H -2.57 0.67 -0.29
*
```

---

[3]
C4H11N3O2 | wB97M-V/def2-TZVPD

Kohn-Sham gap (spin up / spin down) in eV: 9.7 / 4.5
HOMO level (spin up / spin down) in eV: -13.34 / -13.34
Total energy in a.u.: -473.41695

The geometry in ORCA input format:
```
! wB97M-V def2-TZVPD RIJCOSX def2/J DEFGRID3
* xyz 1 2
C 0.30 0.50 -1.54
C -0.34 2.60 -0.37
N 0.80 3.16 -0.07
N -0.71 1.34 -0.76
N -1.44 3.47 -0.30
H 1.63 2.59 -0.27
H 0.44 -0.90 1.84
H -1.53 1.33 -1.36
H -2.17 3.08 0.31
H -1.15 4.36 0.09
H -0.17 0.14 -2.47
H 0.48 -0.35 -0.89
H 1.18 1.11 -1.69
C 1.24 -3.51 0.07
C 0.20 -2.82 0.88
O 0.70 -1.54 1.16
O -0.94 -3.04 1.15
H 1.22 -2.93 -0.86
H 1.03 -4.53 -0.22
H 2.22 -3.27 0.49
*
```